40
Properties=species:S:1:pos:R:3:forces:R:3 method="wB97M-V/def2-TZVPD" s2=2.039 e_homo_ev="-0.19 / -1.63" charge=-2 e_tot_ha=-4639.9028 spin_multiplicity=3 molar_mass_g_mol=469.07 gap_ev="4.42 / 6.13"
C -1.746 -0.692 -2.859 -2.0 -0.1 0.9
C -1.744 -1.332 -1.553 -1.9 1.8 -0.2
C -1.895 -0.267 -0.583 -0.7 -1.0 -0.8
H -1.723 -2.408 -1.365 0.1 0.7 0.0
C -1.908 0.972 -1.259 -0.4 -0.1 -1.2
C -1.900 0.729 -2.659 -0.8 -0.4 1.2
H -2.008 1.530 -3.398 0.2 -0.6 0.6
H -1.765 -1.190 -3.836 -0.1 0.1 1.0
H -2.217 -0.387 0.458 1.1 -0.1 -0.3
H -1.915 1.985 -0.854 -0.1 -0.5 0.2
Ti 0.270 -0.342 -1.990 -0.3 0.1 1.2
Br 0.761 -2.722 -2.293 0.9 -2.4 0.0
C 1.736 0.548 -3.452 0.4 -0.6 -2.2
C 0.593 1.354 -3.822 -0.2 -0.8 -1.0
C -0.282 0.536 -4.598 2.1 0.6 -1.1
H 0.458 2.427 -3.657 0.0 -0.6 0.4
C 0.306 -0.752 -4.769 1.0 1.1 0.0
C 1.597 -0.735 -4.157 -0.1 1.8 -0.5
H 2.402 -1.448 -4.406 -0.8 0.3 1.0
H 2.658 0.936 -3.024 -0.2 -0.2 0.0
H -1.223 0.855 -5.064 0.5 -0.3 0.5
H -0.190 -1.606 -5.254 0.5 0.5 0.3
O 0.413 -1.284 0.148 0.9 0.8 1.7
C 0.805 -0.175 0.605 -0.5 -0.1 -1.2
O 1.022 0.718 -0.323 0.4 0.2 1.8
C 0.829 0.070 2.158 -1.1 0.1 -0.3
C 0.281 1.254 2.738 -0.4 0.6 -0.6
C 0.024 1.325 4.140 0.7 -1.1 0.4
C 0.452 0.257 4.949 0.1 -0.6 0.1
C 0.909 -0.954 4.408 0.3 1.0 -1.3
C 1.073 -1.043 2.963 0.0 -0.6 0.2
N 1.361 -1.967 5.298 0.3 0.2 0.2
O 1.293 -1.733 6.524 -0.1 -0.3 -0.1
O 1.858 -3.026 4.860 -0.5 0.7 -0.2
N -0.599 2.410 4.852 0.3 -0.1 0.8
O -0.974 3.454 4.300 0.3 -0.6 -0.7
O -0.741 2.267 6.090 0.0 0.1 -0.6
H -0.067 2.116 2.158 0.4 -0.5 -0.1
H 0.481 0.327 6.030 -0.4 0.1 -0.2
H 1.318 -2.007 2.496 0.0 0.6 0.3

=====

40
Properties=species:S:1:pos:R:3:forces:R:3 method="wB97M-V/def2-TZVPD" s2=6.011 e_homo_ev="-7.93 / -8.77" e_tot_ha=-1804.1814 spin_multiplicity=5 molar_mass_g_mol=483.17 gap_ev="7.28 / 4.15"
C -3.172 -1.391 -2.313 -1.3 -0.7 -0.9
C -2.094 -1.610 -3.288 -1.1 -0.5 -1.0
C -1.525 -0.332 -3.594 0.8 0.5 -1.8
H -1.562 -2.534 -3.540 -0.9 0.2 -0.2
C -2.099 0.660 -2.743 -0.9 1.0 -1.2
C -3.166 0.042 -2.011 -2.0 0.6 0.4
H -3.882 0.539 -1.284 1.3 -0.7 -1.1
H -3.822 -2.173 -1.818 0.9 1.2 -0.9
H -0.753 -0.112 -4.406 -1.0 -0.5 1.6
H -1.709 1.683 -2.689 -0.6 -0.5 0.2
Pd -1.394 -0.898 -1.527 6.2 -0.7 5.7
Cl 0.530 -3.103 -0.918 -0.4 1.0 -0.6
C 3.051 -0.248 -2.192 -0.7 -0.4 -0.6
C 2.574 0.984 -2.750 -0.6 -0.6 -0.9
C 2.081 0.711 -4.070 0.4 -0.5 0.9
H 2.479 1.920 -2.214 0.1 -0.1 -0.1
C 2.229 -0.691 -4.321 0.2 0.6 0.8
C 2.849 -1.283 -3.167 -0.7 0.4 0.4
H 2.975 -2.343 -2.985 0.2 0.2 -0.1
H 3.340 -0.408 -1.160 0.1 0.0 -0.2
H 1.611 1.420 -4.744 0.2 -0.1 0.2
H 1.863 -1.220 -5.199 0.2 0.1 0.3
O -1.401 1.860 0.418 1.0 -0.7 -0.5
C -0.394 1.137 0.602 -1.1 0.7 0.3
O 0.365 0.576 -0.259 -0.7 -0.2 0.3
C -0.135 0.882 2.103 0.1 -0.9 1.6
C 0.696 -0.167 2.559 0.0 0.3 0.4
C 0.879 -0.424 3.945 -1.3 1.6 -1.0
C 0.164 0.308 4.903 0.0 0.1 -0.1
C -0.726 1.309 4.473 1.1 -1.1 -1.9
C -0.878 1.582 3.090 0.3 -0.1 0.3
N -1.504 2.054 5.433 -1.5 1.4 1.7
O -1.364 1.810 6.646 0.0 0.1 -2.0
O -2.298 2.918 5.010 1.4 -1.5 0.5
N 1.830 -1.428 4.363 1.7 -2.0 0.6
O 2.478 -2.032 3.486 -1.2 1.2 1.3
O 1.974 -1.654 5.577 -0.5 0.6 -1.8
H 1.202 -0.805 1.839 0.0 0.2 0.0
H 0.298 0.116 5.963 0.0 0.0 -0.2
H -1.591 2.342 2.783 0.2 -0.2 0.0

=====

37
Properties=species:S:1:pos:R:3:forces:R:3 method="wB97M-V/def2-TZVPD" e_homo_ev=-11.93 charge=+1 e_tot_ha=-1200.5817 molar_mass_g_mol=455.19 gap_ev=7.97
C -3.678 -1.597 -3.312 4.8 0.4 0.1
C -2.508 -1.372 -3.751 -1.5 -6.3 4.4
C -0.897 -1.245 -4.134 0.1 -0.4 2.1
C -0.150 -0.995 -2.749 -0.5 -0.8 -0.1
C -0.012 -2.046 -1.906 0.0 1.4 0.4
C 0.690 -1.801 -0.520 -0.5 0.2 -0.9
O 1.389 -2.677 -0.090 -0.4 0.3 0.2
C 0.440 -0.422 0.129 -0.5 1.9 0.3
C 0.337 -0.194 1.577 0.3 1.4 -1.6
C 0.519 -1.354 2.599 -1.2 1.0 0.5
O 1.798 -2.007 2.531 -0.2 0.5 1.0
C 2.582 -1.729 3.616 1.9 -1.2 -0.8
F 2.893 -0.398 3.694 -0.8 -1.2 0.6
F 2.094 -2.221 4.795 0.2 1.3 -1.2
F 3.773 -2.382 3.410 -1.5 0.8 0.2
C 0.055 1.185 2.014 0.2 0.4 -0.6
C -0.130 1.580 3.529 -0.9 0.0 -1.1
C -0.076 2.303 1.069 0.3 -2.4 -1.1
C 0.039 2.086 -0.372 0.5 -0.9 1.8
C -0.145 3.312 -1.307 -0.2 -0.3 -0.1
C 0.291 0.717 -0.808 -0.2 -0.2 0.4
C 0.378 0.420 -2.340 -0.2 -1.0 1.4
O 0.839 1.183 -3.154 -0.7 -0.3 -0.1
H -4.569 -1.504 -2.656 0.8 -0.4 -1.2
H -0.681 -0.343 -4.816 0.4 -2.3 1.1
H -0.526 -2.220 -4.527 -0.5 0.9 0.0
H -0.392 -3.070 -2.142 0.6 0.9 0.3
H -0.347 -2.064 2.473 1.3 0.2 0.0
H 0.403 -0.942 3.636 0.0 -0.3 -1.1
H -0.484 0.719 4.149 0.6 0.8 -0.4
H -0.983 2.317 3.531 0.9 -0.6 0.2
H 0.771 2.091 3.946 -0.7 -0.7 -0.3
H -0.283 3.345 1.419 0.2 -1.2 -0.1
H -0.019 4.277 -0.752 -0.2 -1.0 -0.3
H -1.196 3.267 -1.705 0.9 0.2 0.3
H 0.554 3.330 -2.174 -0.5 -0.2 0.8
Cs -2.770 0.451 -4.904 -2.9 8.9 -5.2

=====

36
Properties=species:S:1:pos:R:3:forces:R:3 method="wB97M-V/def2-TZVPD" e_homo_ev=-8.62 e_tot_ha=-1094.3355 molar_mass_g_mol=313.31 gap_ev=8.75
N 0.272 3.126 2.409 5.2 -2.4 -8.8
C 0.895 2.854 1.337 -5.8 2.9 9.3
C 1.529 2.580 0.071 -14.5 -13.1 0.4
C 1.924 1.048 0.156 1.6 4.5 -4.6
N 2.889 0.440 -0.664 -2.1 3.7 2.8
C 2.888 -0.805 -0.150 -1.5 2.8 0.2
C 3.728 -1.825 -0.491 7.1 15.8 -9.0
C 3.631 -2.956 -0.291 -3.7 -16.4 6.3
C 2.595 -3.263 0.656 0.3 -3.2 0.4
C 1.809 -2.377 1.209 -3.6 5.6 1.3
C 1.872 -0.846 0.750 2.6 -11.7 0.5
N 1.156 0.227 0.855 5.3 -0.3 -2.9
H 0.502 0.093 1.463 -5.5 1.2 4.5
H 1.016 -2.483 1.967 0.6 -1.0 -0.3
H 2.548 -4.321 0.977 -0.3 0.7 0.0
H 4.243 -3.794 -0.376 1.4 -0.8 -1.3
H 4.626 -1.617 -1.315 -2.2 0.6 2.2
H 2.186 3.096 -0.006 14.5 10.8 -2.1
C 0.465 2.735 -1.141 -3.7 1.2 5.5
C -0.792 1.692 -0.802 8.5 -2.1 -7.6
C -0.697 0.355 -1.535 -2.0 1.3 4.5
C -1.761 -0.481 -1.081 11.8 -4.0 -9.3
C -2.779 -0.118 -0.448 -6.5 3.6 5.9
C -2.975 1.099 0.182 13.4 0.0 -9.0
C -1.903 2.144 -0.440 -8.5 -1.0 7.7
H -1.926 2.990 0.201 -0.1 1.6 -0.3
H -3.787 1.162 0.544 -10.6 2.4 5.1
O -3.687 -1.072 -0.388 -4.3 -4.3 2.2
C -4.767 -1.124 0.685 -0.8 0.6 -10.7
F -5.214 -2.326 0.847 -0.4 0.1 -0.5
F -5.679 -0.162 0.101 0.4 -2.4 1.7
H -4.369 -0.721 1.422 3.0 3.4 7.5
H -1.533 -1.534 -1.614 -1.6 2.0 1.8
H 0.203 -0.039 -2.038 -0.7 0.4 0.3
H 0.873 2.369 -1.998 1.4 -0.2 -2.6
H 0.020 3.853 -1.055 1.3 -2.6 -0.9

=====

36
Properties=species:S:1:pos:R:3:forces:R:3 method="wB97M-V/def2-TZVPD" e_homo_ev=-8.44 e_tot_ha=-1413.1755 molar_mass_g_mol=328.37 gap_ev=8.61
O -2.121 -0.905 1.629 -2.9 2.1 0.0
C -2.569 -1.069 0.315 -2.9 2.9 0.3
C -1.912 -1.632 -0.671 -1.0 -3.0 -2.3
H -2.435 -1.916 -1.645 0.5 1.1 1.5
S -0.430 -2.577 -0.564 0.9 2.7 1.8
C 0.304 -1.091 0.244 1.7 -1.2 0.2
N -0.137 0.100 0.390 -0.7 0.2 -2.4
N 0.933 0.963 0.655 -1.0 -1.4 1.3
C 1.861 0.150 0.956 2.9 0.6 1.9
O 1.640 -1.195 0.692 -1.1 1.9 -0.2
C 3.188 0.644 1.634 0.3 -5.9 -2.1
C 4.156 0.526 0.392 2.5 -9.3 9.8
C 4.227 1.224 -0.605 -7.2 10.3 -0.4
C 5.129 1.480 -1.503 5.8 -3.2 -7.9
C 6.063 0.385 -1.739 -11.5 1.4 12.8
C 6.058 -0.609 -0.508 6.5 0.1 -8.3
C 5.259 -0.727 0.466 -6.0 5.4 1.1
H 5.231 -1.387 1.253 0.2 -1.4 1.6
H 6.981 -1.247 -0.751 -1.5 0.2 1.2
H 6.749 0.437 -2.312 8.8 0.2 -7.6
H 5.011 2.151 -2.393 0.0 0.0 1.4
H 3.326 2.267 -0.279 2.4 -2.7 -1.7
H 3.501 -0.181 2.429 -0.6 1.4 -1.8
H 3.126 1.486 2.241 -0.3 2.1 0.1
C -4.040 -0.274 -0.177 6.6 -3.7 4.7
C -4.228 0.849 0.559 -5.0 -3.6 -4.8
C -5.528 1.238 0.348 3.5 9.5 5.7
C -6.458 0.892 -0.403 -4.0 -10.8 -4.5
C -6.331 -0.569 -0.772 1.8 0.5 -2.4
C -4.984 -1.154 -0.593 -5.8 5.2 -0.9
H -4.806 -1.994 -1.093 1.0 -3.7 -1.4
H -7.054 -1.068 -1.565 1.2 0.9 2.3
F -7.666 1.340 -0.559 -1.2 2.0 0.0
H -5.781 2.282 0.702 0.4 -0.8 0.4
H -3.579 1.308 1.104 3.8 2.9 3.0
H -2.682 -0.128 2.125 1.9 -3.0 -2.1

=====

38
Properties=species:S:1:pos:R:3:forces:R:3 method="wB97M-V/def2-TZVPD" e_homo_ev=-7.04 e_tot_ha=-1998.8760 molar_mass_g_mol=758.95 gap_ev=5.41
Pt -1.040 0.346 0.407 0.6 0.1 0.3
O 5.736 -4.339 -0.561 0.0 0.0 0.0
C 4.458 -4.460 -0.134 0.0 0.0 0.0
O 4.040 -5.526 0.212 0.0 0.0 0.0
C 3.636 -3.208 -0.108 -0.1 0.0 0.0
C 2.523 -3.182 0.727 0.1 -0.1 0.0
C 1.718 -2.062 0.792 0.0 0.2 0.1
C 2.024 -0.945 0.020 0.1 -0.2 0.0
C 3.118 -0.974 -0.842 -0.1 0.0 0.0
C 3.918 -2.101 -0.902 0.0 0.0 0.0
N 1.194 0.201 0.113 -0.3 0.2 -0.4
C 1.730 1.357 0.079 0.2 -0.2 0.2
C 0.900 2.551 0.144 0.0 0.2 -0.1
C 1.442 3.823 0.017 0.0 -0.2 0.0
C 0.595 4.916 -0.007 -0.2 0.0 0.0
C -0.770 4.694 0.081 0.2 0.1 0.0
C -1.240 3.400 0.229 -0.1 0.0 0.1
N -0.422 2.346 0.287 -0.2 -0.1 0.1
H 5.967 -3.412 -0.688 0.0 0.0 0.0
H 2.296 -4.061 1.315 0.0 0.0 0.0
H 0.849 -2.037 1.432 0.0 0.0 0.0
H 3.316 -0.138 -1.501 0.0 0.0 0.0
H 4.734 -2.118 -1.616 0.0 0.0 0.0
H 2.809 1.489 0.011 0.0 0.0 0.1
H 2.514 3.936 -0.077 0.0 0.0 0.0
H 0.990 5.918 -0.109 0.0 0.0 0.0
H -1.478 5.509 0.048 0.0 0.0 0.0
H -2.295 3.188 0.335 0.0 0.0 0.0
Te -3.133 0.815 1.764 -0.2 0.1 -0.1
C -4.688 0.143 0.541 -0.1 0.0 -0.1
C -5.745 -0.639 0.907 0.0 0.0 0.0
C -6.661 -0.867 -0.158 0.0 0.0 0.0
C -6.280 -0.259 -1.314 0.0 0.0 0.0
S -4.813 0.599 -1.111 0.0 0.0 0.1
H -5.855 -1.052 1.899 0.0 0.0 0.0
H -7.552 -1.472 -0.069 0.0 0.0 0.0
H -6.771 -0.294 -2.273 0.0 0.0 0.0
I -1.764 -2.087 0.111 0.0 -0.1 0.0